(1)
# CHClO3S

2 unconnected molecules or ions with the total composition CHClO3S (ωB97M-V/def2-TZVPD, OMol25).

Each line ends with the Mulliken charge.
Element x y z (Å)
C -1.880 -0.601 -0.390  0.751
O -1.914 -0.865 0.711  -0.336
O 0.056 1.147 0.156  -0.420
O -1.860 -0.355 -1.534  -0.412
S 1.487 0.929 -0.060  0.407
Cl 2.013 -1.136 -0.312  -0.186
H 2.098 0.881 1.429  0.196

The value obtained for the max |F| is 3.67 eV/Å.

---

(2)
# C33H35Br27F9NO2S3

A molecular structure, C33H35Br27F9NO2S3 (ωB97M-V/def2-TZVPD, OMol25).

Each line ends with the Mulliken charge.
Element x y z (Å)
O -1.646 7.619 0.891  -0.474
C -2.423 6.664 0.308  0.229
O -2.663 5.446 1.101  -0.410
C -2.240 4.226 0.380  -0.081
C -3.180 3.977 -0.981  -0.676
C -3.220 2.361 -1.410  -0.192
C -3.775 2.109 -2.931  -0.323
C -2.560 1.810 -4.041  -0.857
C -1.795 3.222 -4.512  0.742
F -1.006 3.630 -3.288  -0.255
F -2.902 4.168 -4.828  -0.297
C -0.816 2.857 -5.767  0.874
F -1.384 1.869 -6.736  -0.267
F 0.390 2.168 -5.171  -0.271
S -0.184 4.297 -6.770  1.115
F 0.166 3.214 -8.095  -0.321
F 1.427 3.956 -6.187  -0.313
F -0.341 5.434 -5.502  -0.275
F -1.708 4.660 -7.464  -0.279
F 0.487 5.555 -7.737  -0.288
C -0.630 4.137 0.078  -0.018
C 0.269 3.682 1.410  -0.903
C 1.089 2.336 0.958  -0.493
S 2.635 1.975 1.956  -0.023
C 3.435 0.428 1.170  -0.249
S 2.564 -0.209 -0.186  0.037
N 4.729 -0.192 1.650  0.154
C 5.581 -0.730 0.522  0.384
C 6.207 -2.275 0.458  -0.190
C 7.127 -2.826 -0.823  -0.364
C 7.499 -1.869 -2.108  -0.467
C 6.916 -0.313 -2.051  -0.583
C 5.998 0.232 -0.781  -0.181
C 4.524 -1.194 2.765  0.085
C 5.398 -1.196 4.189  -0.518
C 5.119 -2.382 5.329  -0.376
C 3.994 -3.593 5.090  -0.384
C 3.119 -3.583 3.702  -0.401
C 3.398 -2.396 2.564  0.165
H -2.835 6.856 -0.789  0.292
H -2.511 3.310 1.096  0.270
H -2.862 4.676 -1.868  0.182
H -4.317 4.249 -0.738  0.286
H -2.146 1.909 -1.303  -0.076
H -3.931 1.837 -0.635  0.458
H -4.544 2.918 -3.312  0.330
H -4.391 1.087 -2.893  -0.023
H -3.087 1.259 -4.929  0.339
H -1.769 1.145 -3.493  0.262
H -0.191 5.140 -0.388  0.273
H -0.492 3.320 -0.781  -0.027
H 0.972 4.606 1.685  0.487
H -0.462 3.427 2.297  0.373
H 0.389 1.381 1.062  0.229
H 1.441 2.512 -0.168  0.349
H 6.019 -3.050 1.314  0.288
H 7.528 -3.949 -0.788  0.262
H 8.131 -2.313 -2.989  0.341
H 7.181 0.398 -2.966  0.333
H 5.606 1.347 -0.784  0.270
H 6.230 -0.393 4.412  0.332
H 5.720 -2.461 6.346  0.281
H 3.815 -4.458 5.884  0.278
H 2.309 -4.436 3.502  0.258
H 2.738 -2.493 1.576  0.126
C -3.101 -2.133 -1.019  0.560
Br -4.921 -1.488 -1.258  -0.058
Br -2.159 -2.284 -2.714  0.103
Br -2.115 -1.054 0.265  -0.017
H -3.172 -3.142 -0.601  -0.514
C -3.981 -6.242 -0.010  -0.491
Br -5.801 -5.598 -0.249  -0.029
Br -3.038 -6.393 -1.705  0.007
Br -2.994 -5.164 1.274  0.104
H -4.051 -7.252 0.408  0.422
C 3.741 -3.082 -3.749  -0.454
Br 5.101 -1.832 -3.136  0.174
Br 2.551 -3.621 -2.308  0.004
Br 2.758 -2.389 -5.278  -0.072
H 4.264 -3.983 -4.087  0.351
C -2.547 -5.671 5.324  -0.389
Br -0.919 -5.366 4.303  -0.023
Br -3.753 -4.148 5.237  0.034
Br -3.430 -7.324 4.801  -0.007
H -2.250 -5.785 6.372  0.381
C 2.740 4.552 5.387  -0.419
Br 1.357 4.326 4.038  0.221
Br 3.256 2.856 6.187  -0.032
Br 4.276 5.522 4.693  -0.034
H 2.310 5.165 6.187  0.392
C -1.672 7.477 5.137  -0.421
Br -0.184 8.728 5.068  -0.046
Br -1.910 6.540 3.449  0.207
Br -1.511 6.243 6.632  -0.076
H -2.579 8.067 5.306  0.374
C 0.494 -7.827 -3.915  -0.339
Br -0.829 -6.944 -5.035  -0.037
Br 2.298 -7.594 -4.604  -0.037
Br 0.352 -7.274 -2.055  -0.044
H 0.275 -8.900 -3.947  0.397
C -5.220 -3.507 -5.189  -0.431
Br -5.506 -1.641 -4.718  -0.030
Br -4.134 -3.691 -6.792  -0.040
Br -4.492 -4.526 -3.700  0.129
H -6.203 -3.933 -5.417  0.376
C -5.442 -3.420 8.688  0.107
Br -7.381 -3.523 8.557  -0.007
Br -4.802 -1.590 8.529  0.001
Br -4.779 -4.280 10.302  -0.014
H -5.035 -3.977 7.838  -0.111

The value obtained for the max |F| is 9.44 eV/Å.

---

(3)
# CH4InO

A molecular structure, CH4InO (ωB97M-V/def2-TZVPD, OMol25).

Each line ends with the Mulliken charge.
Element x y z (Å)
In -1.306 -3.129 0.341  1.663
C 0.370 0.576 -0.371  -0.172
O -0.278 -0.289 0.498  -0.113
H 1.299 0.951 0.213  0.425
H 0.652 0.073 -1.299  0.319
H -0.229 1.501 -0.660  0.402
H -0.508 0.316 1.277  0.475

The net charge is +3. The value obtained for the max |F| is 4.19 eV/Å.

---

(4)
# C15H38Li2N2O3

A molecular structure, C15H38Li2N2O3 (ωB97M-V/def2-TZVPD, OMol25).

Each line ends with the Mulliken charge.
Element x y z (Å)
Li -0.784 -1.093 -0.146  0.736
Li -1.442 0.598 0.622  0.865
O -1.469 -0.863 1.034  -1.024
H -2.369 -0.724 1.387  -0.028
O -0.908 0.246 -0.653  -0.990
H -0.329 0.819 -1.193  -0.701
C 1.401 -3.570 1.531  -1.505
C 0.430 -2.478 1.169  -0.565
N 0.304 -2.074 -0.245  0.528
C -0.193 -3.225 -1.029  -0.767
C -0.608 -2.784 -2.427  -1.214
C 1.606 -1.659 -0.795  -0.919
C 2.060 -0.423 -0.102  -0.408
H 2.431 -3.217 1.478  0.288
H 1.239 -4.410 0.856  0.282
H 1.238 -3.995 2.522  0.439
H -0.528 -2.904 1.465  0.562
H 0.531 -1.610 1.819  0.199
H 0.456 -4.100 -0.989  0.357
H -1.060 -3.715 -0.586  0.587
H -1.415 -3.434 -2.763  0.469
H -1.120 -1.825 -2.340  0.187
H 0.234 -2.750 -3.119  0.346
H 1.580 -1.607 -1.883  -0.060
H 2.374 -2.385 -0.528  0.559
H 3.077 -0.211 -0.435  0.474
H 2.080 -0.564 0.979  0.116
H 1.487 0.464 -0.373  0.259
C -2.712 1.636 3.228  -1.293
C -1.199 1.745 2.880  -0.558
N -0.954 1.950 1.438  0.716
C -1.634 3.196 1.002  -0.883
C -1.298 3.652 -0.455  -1.129
C 0.476 1.972 1.057  1.198
C 1.161 0.564 1.396  -1.464
H -2.768 1.320 4.269  0.417
H -3.166 0.868 2.601  0.188
H -3.216 2.598 3.140  0.373
H -0.783 2.548 3.489  0.478
H -0.764 0.794 3.188  0.126
H -2.717 3.131 1.109  0.425
H -1.340 4.000 1.677  0.433
H -2.013 4.372 -0.853  0.491
H -0.290 4.059 -0.524  0.253
H -1.302 2.834 -1.176  0.165
H 1.078 2.774 1.485  0.537
H 0.520 2.144 -0.018  -1.104
H 1.487 0.443 2.429  0.574
H 2.052 0.506 0.771  0.413
H 0.544 -0.293 1.123  0.102
C 0.593 1.903 -2.516  -0.088
C 1.362 0.804 -3.242  0.163
O 2.258 1.004 -4.008  -0.615
C 0.871 -0.634 -2.963  -0.295
H 0.891 1.918 -1.467  -0.658
H -0.483 1.775 -2.631  0.444
H 0.802 2.890 -2.928  0.473
H 0.286 -0.989 -3.811  0.740
H 0.286 -0.618 -2.044  -0.311
H 1.669 -1.373 -2.899  0.619

The value obtained for the max |F| is 12.36 eV/Å.

---

(5)
# CH6N3O

A molecular structure, CH6N3O (ωB97M-V/def2-TZVPD, OMol25).

Each line ends with the Mulliken charge.
Element x y z (Å)
C -0.369 -0.035 0.126  0.462
N -1.317 -0.884 -0.132  -0.326
N -0.295 1.225 0.081  -0.255
N 1.330 -0.882 0.087  -0.259
O 2.174 0.130 -0.087  -0.384
H -2.295 -0.812 -0.363  0.211
H -1.210 -1.860 -0.109  0.254
H -1.204 1.583 0.316  0.289
H 0.685 1.527 0.213  0.316
H 1.368 -0.820 1.082  0.318
H 2.525 0.083 -0.977  0.372

The net charge is +1. The value obtained for the max |F| is 6.45 eV/Å.

---

How do the records compare in highest occupied orbital energy? In the order shown, they have -10.6; -7.8; -26.9; -7.7; -15.2 eV.